# 1
DFT (ωB97M-V/def2-TZVPD) results for a 9-piece molecular cluster, C36H46N8O3 overall.

## Properties
Relative energy (zero: lowest compared OMol25 entry of this formula, charge and spin) (kcal/mol): 117.9
SMILES: C[C@H]1COC(=O)O1.c1cc[nH]c1.c1cc[nH]c1.c1cc[nH]c1.c1cc[nH]c1.c1cc[nH]c1.c1cc[nH]c1.c1cc[nH]c1.c1cc[nH]c1
2S+1: 1
Highest occupied orbital energy (eV): -8.1746

Geometry (Å):
C: -0.42866 1.34328 0.78257
C: 0.32350 0.29193 -0.03197
C: 1.39005 -0.45540 0.79127
O: 1.06762 -1.81147 0.56117
C: -0.00255 -1.96261 -0.20228
O: -0.40599 -2.99034 -0.66141
O: -0.60164 -0.75619 -0.36169
H: 0.19025 2.16568 1.13300
H: -1.00172 0.83454 1.56354
H: -1.23477 1.75666 0.16838
H: 0.63784 0.75343 -0.97109
H: 1.18331 -0.16560 1.82141
H: 2.41129 -0.32217 0.44031
N: -0.29186 2.70493 -2.99350
C: -1.45561 3.03939 -2.32931
C: -2.27203 3.54222 -3.30621
C: -1.67009 3.45191 -4.58086
C: -0.42710 2.90076 -4.33318
H: 0.52343 2.30508 -2.56582
H: -1.60984 2.80589 -1.29095
H: -3.22396 4.01787 -3.10097
H: -2.09246 3.82353 -5.49549
H: 0.33173 2.58440 -5.02781
N: 3.59368 -4.23871 -2.49425
C: 3.33597 -3.41504 -1.41695
C: 4.56496 -2.89176 -1.03070
C: 5.50823 -3.26507 -2.01073
C: 4.91460 -4.13068 -2.84840
H: 2.90355 -4.82552 -2.92585
H: 2.33065 -3.40140 -1.02851
H: 4.80438 -2.26770 -0.18417
H: 6.55677 -3.02821 -2.09839
H: 5.21646 -4.55835 -3.79252
N: -4.99801 2.10733 -0.98739
C: -5.21166 3.42840 -0.76698
C: -4.42358 3.86102 0.26034
C: -3.79846 2.71096 0.78772
C: -4.15265 1.64323 -0.00716
H: -5.36946 1.60056 -1.76651
H: -5.71377 4.04766 -1.49736
H: -4.28228 4.84626 0.67457
H: -3.20084 2.66119 1.68506
H: -3.82889 0.62331 0.12994
N: 5.14366 -0.04141 5.34362
C: 5.44317 -0.55498 4.10174
C: 4.27468 -0.42807 3.34044
C: 3.30031 0.13211 4.18170
C: 3.86061 0.40799 5.37770
H: 5.70661 -0.03549 6.17431
H: 6.41689 -0.98509 3.95068
H: 4.23621 -0.75188 2.31418
H: 2.34513 0.47296 3.80783
H: 3.48166 0.87683 6.27063
N: 2.64829 -1.89500 -4.17315
C: 2.28379 -0.57615 -4.08913
C: 1.77067 -0.17713 -5.30538
C: 1.95565 -1.27680 -6.16393
C: 2.41457 -2.34918 -5.45387
H: 2.78097 -2.45535 -3.34666
H: 2.22523 -0.16562 -3.09225
H: 1.38306 0.74859 -5.69075
H: 1.70738 -1.29512 -7.21524
H: 2.62306 -3.35922 -5.76069
N: -0.77882 4.68083 1.32303
C: 0.05202 5.01650 0.28208
C: 0.99061 5.89751 0.75404
C: 0.76387 5.99775 2.15726
C: -0.29053 5.17899 2.50714
H: -1.51420 3.99665 1.36217
H: -0.21150 4.55541 -0.65756
H: 1.78461 6.40967 0.24229
H: 1.40202 6.56076 2.82109
H: -0.75052 4.92953 3.44622
N: -2.59654 -4.45142 0.54520
C: -2.95578 -5.18755 1.61926
C: -4.33412 -5.09893 1.73974
C: -4.71705 -4.10315 0.81500
C: -3.65356 -3.79714 -0.02969
H: -1.68680 -4.58888 0.13278
H: -2.33798 -5.93130 2.09668
H: -4.91690 -5.71114 2.40564
H: -5.71179 -3.68017 0.86142
H: -3.48403 -3.12197 -0.84753
N: -2.88776 -2.14536 2.76683
C: -3.20584 -1.02921 3.47496
C: -2.02630 -0.56154 4.01519
C: -0.95869 -1.43377 3.58641
C: -1.55592 -2.30945 2.68743
H: -3.53494 -2.75564 2.28137
H: -4.22050 -0.70771 3.63012
H: -1.73752 0.24525 4.67140
H: 0.07424 -1.38896 3.88805
H: -1.09172 -3.12272 2.15930

# 2
DFT (ωB97M-V/def2-TZVPD) results for C36H47As2N6SSbSm as an isolated structure.

## Properties
2S+1: 6
⟨S²⟩: 8.7609
Highest occupied orbital energy (alpha / beta) (eV): -15.7512 / -15.7516
Net charge: +3

Geometry (Å):
Sm: -0.05430 0.15244 0.76323
C: -2.21650 -1.01196 3.65833
C: -1.22262 -0.18023 4.34627
C: -1.14053 -0.03211 5.74574
C: -0.34422 1.00997 6.27576
C: 0.34414 1.82444 5.40651
C: 0.31617 1.54476 4.05615
N: -0.41684 0.57685 3.52552
Sb: 1.42703 2.88201 2.73825
C: -0.36635 3.15993 1.45709
C: -0.65844 4.50509 1.38297
C: -1.86053 4.88095 0.79235
C: -2.80700 3.91262 0.49669
C: -2.45905 2.58201 0.63473
C: -3.45242 1.53296 0.71233
N: -1.20288 2.23251 0.99451
C: 2.63894 1.33783 2.00413
C: 3.98582 1.51461 2.30986
C: 4.79575 0.32560 2.36744
C: 4.29859 -0.97629 2.11743
C: 2.92267 -1.05963 1.92667
C: 2.22764 -2.31667 1.93722
N: 2.16008 0.08582 1.86267
H: -3.00368 -0.43409 3.12235
H: -2.76430 -1.59454 4.36285
H: -1.82057 -1.70984 2.86447
H: -1.68248 -0.82252 6.34903
H: -0.34502 1.11800 7.27235
H: 0.81210 2.65913 5.88321
H: -0.02580 5.36447 1.60998
H: -2.16655 5.89510 0.67643
H: -3.80802 4.26432 0.19138
H: -4.13894 1.70692 1.52419
H: -2.83476 0.60101 0.88225
H: -4.11484 1.55358 -0.14371
H: 4.39000 2.46718 2.42932
H: 5.82947 0.55084 2.63067
H: 4.89981 -1.83997 2.39915
H: 2.36445 -2.82236 2.91061
H: 2.60613 -3.02005 1.23358
H: 1.13463 -2.25595 1.70858
C: -3.53029 -2.55835 0.51019
As: -1.50176 -2.65080 0.34921
C: -1.09097 -4.21213 1.51107
C: -1.22403 -3.33751 -1.44287
C: -2.19596 -4.22744 -1.96844
C: -2.00323 -4.79417 -3.25306
C: -0.85554 -4.50696 -3.96425
C: 0.08033 -3.59678 -3.46726
C: -0.11214 -3.01306 -2.21359
As: 1.24203 -1.81605 -1.50312
C: 2.72990 -3.21269 -1.16921
C: 2.17164 -1.04816 -3.04690
H: -3.78206 -1.83658 -0.27280
H: -3.70247 -2.13485 1.51034
H: -4.02118 -3.49706 0.39887
H: -1.42232 -5.10309 0.98753
H: -1.66048 -4.13027 2.42729
H: -0.04338 -4.40545 1.63090
H: -3.12128 -4.46669 -1.41399
H: -2.79016 -5.49803 -3.61857
H: -0.75065 -5.02453 -4.89691
H: 0.93964 -3.26145 -4.03539
H: 2.75339 -3.64516 -2.15769
H: 2.42387 -4.04508 -0.50595
H: 3.70082 -2.85300 -1.03800
H: 2.35755 -1.83372 -3.78295
H: 3.11846 -0.62267 -2.60767
H: 1.67327 -0.21760 -3.58587
N: 1.65875 1.60953 -0.92127
C: 1.72721 3.03375 -1.03904
C: 0.65497 3.71886 -1.65965
C: 0.62354 5.12830 -1.68344
C: 1.65382 5.85323 -0.99571
C: 2.66041 5.19478 -0.33547
C: 2.71525 3.82802 -0.35560
H: 2.61162 1.18936 -0.76739
H: 1.34903 1.23605 -1.81100
H: -0.13377 3.10945 -2.06559
H: -0.13501 5.62951 -2.28843
H: 1.57304 6.94521 -1.01916
H: 3.55987 5.61732 -0.08533
H: 3.55511 3.28348 0.01909
C: -1.82844 -1.30802 -5.60126
N: -1.70389 -1.02343 -4.13622
C: -1.31805 0.11418 -3.55129
N: -0.76658 1.05842 -4.31242
S: -1.41051 0.30564 -1.81498
H: -2.18029 -0.41162 -6.11510
H: -2.58580 -2.07570 -5.71196
H: -0.89535 -1.68510 -6.10779
H: -2.07965 -1.71148 -3.45514
H: -0.45153 0.94504 -5.26951
H: -0.48358 1.79976 -3.71576

# 3
DFT (ωB97M-V/def2-TZVPD) results for C36H47BrN6RuSSi as an isolated structure.

## Properties
Relative energy (zero: lowest compared OMol25 entry of this formula, charge and spin) (kcal/mol): 0.0
2S+1: 6
⟨S²⟩: 8.8760
Highest occupied orbital energy (alpha / beta) (eV): -9.0118 / -10.7006
Net charge: +1

Geometry (Å):
Ru: 0.56116 -0.52057 0.83445
C: 2.01582 -4.60863 -0.77093
C: 1.44255 -3.61720 0.03702
N: 1.18496 -2.40468 -0.39124
C: 1.43369 -2.08190 -1.67873
C: 1.95942 -3.02786 -2.57634
C: 2.27870 -4.30667 -2.07705
C: 2.09936 -2.69488 -3.94820
C: 1.65161 -1.48582 -4.39605
C: 1.12313 -0.53562 -3.50957
C: 1.08064 -0.75656 -2.13194
N: 0.62251 0.14043 -1.19650
C: 0.34853 1.43838 -1.63074
C: 1.20608 2.09705 -2.54044
C: 0.76370 3.18992 -3.26625
C: -0.56981 3.55756 -3.19639
C: -1.41109 2.97263 -2.23158
C: -2.82771 3.09056 -2.24364
C: -3.57128 2.24849 -1.40012
C: -2.96122 1.60819 -0.36467
N: -1.57464 1.82011 -0.07698
C: -0.85173 2.08848 -1.27339
H: 2.22988 -5.58432 -0.35839
H: 1.17746 -3.82899 1.06489
H: 2.70866 -5.04338 -2.74449
H: 2.51158 -3.42654 -4.63115
H: 1.68633 -1.24771 -5.45042
H: 0.72000 0.37392 -3.92262
H: 2.21205 1.71800 -2.66530
H: 1.43911 3.69701 -3.94213
H: -0.97765 4.29913 -3.87224
H: -3.30740 3.71410 -2.98590
H: -4.63409 2.11372 -1.55385
H: -3.49638 0.97073 0.32477
C: 1.58901 -0.75512 6.79858
C: 1.37950 -0.98828 5.32824
C: 1.79621 -2.16294 4.69720
C: 1.60786 -2.35660 3.33901
C: 0.97489 -1.34154 2.63492
Br: 3.07306 -0.18715 0.86499
N: 0.57453 -0.23540 3.22122
C: 0.76791 -0.03646 4.52972
H: 2.38370 -1.39138 7.18564
H: 0.68286 -0.97262 7.36724
H: 1.86121 0.28079 6.99905
H: 2.30373 -2.92307 5.28108
H: 1.98172 -3.24844 2.85898
H: 0.43273 0.91208 4.93892
C: -2.58034 -4.46645 0.13640
N: -2.37840 -3.93954 1.48053
C: -1.96433 -2.70241 1.76506
S: -1.65998 -1.56033 0.52200
N: -1.84506 -2.36363 3.04647
C: -2.00133 -3.26758 4.16863
H: -2.43096 -5.54337 0.16399
H: -1.85605 -4.01719 -0.53692
H: -3.58338 -4.24719 -0.22922
H: -2.71324 -4.50501 2.24465
H: -1.54507 -1.41741 3.21936
H: -3.03468 -3.60799 4.27236
H: -1.73062 -2.73466 5.07541
H: -1.33978 -4.13183 4.07268
C: -2.38985 4.74202 0.46572
Si: -1.52694 3.23190 1.15471
C: -2.58805 2.67278 2.66165
C: -2.50597 1.17207 2.97274
C: -4.06307 3.05526 2.41717
C: -2.17530 3.42556 3.93905
C: 0.29556 3.76847 1.40143
C: 1.26406 2.59247 1.49951
C: 0.48533 4.65107 2.64718
C: 0.71564 4.64499 0.20278
H: -2.32635 5.51811 1.23809
H: -3.44376 4.57659 0.25266
H: -1.91410 5.13617 -0.42958
H: -2.43669 0.54077 2.08789
H: -3.39389 0.86367 3.53603
H: -1.63302 0.95386 3.58849
H: -4.49354 2.60280 1.52349
H: -4.19429 4.13512 2.33980
H: -4.65130 2.71755 3.27595
H: -1.19577 3.11532 4.30092
H: -2.90019 3.19913 4.72817
H: -2.16633 4.51016 3.81130
H: 1.27043 2.13705 2.49005
H: 2.28682 2.90312 1.26720
H: 1.03753 1.80648 0.77529
H: 0.37677 4.09776 3.57590
H: -0.19822 5.50341 2.67072
H: 1.50225 5.05680 2.63023
H: 0.59418 4.15061 -0.76107
H: 1.77766 4.88518 0.31054
H: 0.16971 5.58795 0.17040

# 4
DFT (ωB97M-V/def2-TZVPD) results for C36H47IN2O3PRuSb as an isolated structure.

## Properties
Relative energy (zero: lowest compared OMol25 entry of this formula, charge and spin) (kcal/mol): 25.2
2S+1: 2
⟨S²⟩: 0.9293
Highest occupied orbital energy (alpha / beta) (eV): -15.7111 / -15.7192
Net charge: +3

Geometry (Å):
Ru: 0.14146 -0.91433 -0.27037
C: 1.92377 -1.92235 2.78975
O: 1.72226 -2.04126 1.37567
C: 2.46170 -3.10255 0.77577
C: 1.50463 -4.12080 0.20240
O: 0.67054 -3.43102 -0.72591
C: -0.33846 -4.27213 -1.29698
C: -1.31817 -3.40709 -2.05623
O: -2.10061 -2.60392 -1.17936
C: -3.25288 -3.29511 -0.66652
H: 2.94178 -1.58846 2.99735
H: 1.22346 -1.17842 3.16539
H: 1.74218 -2.87408 3.29212
H: 3.07771 -2.67680 -0.02194
H: 3.11602 -3.58389 1.50261
H: 2.05932 -4.91750 -0.30193
H: 0.88979 -4.55914 0.99471
H: 0.12378 -4.99278 -1.97800
H: -0.85391 -4.82444 -0.50505
H: -0.76238 -2.70981 -2.68883
H: -1.95957 -4.02709 -2.68693
H: -3.83043 -3.72170 -1.48870
H: -2.97409 -4.09512 0.02272
H: -3.86297 -2.56586 -0.13874
I: -1.56117 -1.70241 1.90890
C: -1.53313 -0.66587 3.76924
C: -1.99900 -1.44905 4.79278
C: -2.21799 -0.89563 6.05903
C: -1.97891 0.43489 6.25035
C: -1.51081 1.25291 5.19655
C: -1.37468 2.63768 5.42880
C: -1.04084 3.48790 4.41457
C: -0.75315 2.96191 3.15274
C: -0.76959 1.60327 2.89486
P: -0.07327 1.24775 1.22230
C: -1.09134 2.38830 0.24358
C: -2.43291 2.02898 0.09121
C: -3.30915 2.88177 -0.55515
C: -2.85340 4.10606 -1.03339
C: -1.52572 4.47043 -0.86694
C: -0.63432 3.60834 -0.24296
C: 1.66347 1.80763 1.26021
C: 2.58754 0.93864 0.66571
C: 3.94318 1.20959 0.67205
C: 4.40340 2.37946 1.25991
C: 3.49860 3.26199 1.83120
C: 2.14282 2.97361 1.85680
C: -1.23588 0.70600 3.89878
H: -2.22343 -2.49506 4.62519
H: -2.60477 -1.51382 6.85665
H: -2.16180 0.89145 7.21413
H: -1.58761 3.01922 6.41900
H: -0.99571 4.55587 4.57577
H: -0.52433 3.65002 2.35239
H: -2.78960 1.09146 0.50670
H: -4.35257 2.61172 -0.65373
H: -3.54490 4.78276 -1.51770
H: -1.18229 5.44009 -1.20325
H: 0.40073 3.90120 -0.10974
H: 2.23486 0.02172 0.20064
H: 4.64392 0.50935 0.23522
H: 5.46296 2.59567 1.27829
H: 3.85588 4.18271 2.27251
H: 1.47908 3.66768 2.34959
C: -3.84882 0.75981 -3.91932
C: -2.51159 0.86392 -3.28212
C: -1.47144 1.75736 -3.46634
C: -0.43858 1.33955 -2.62374
N: -0.82875 0.25069 -1.95080
N: -2.08438 -0.01775 -2.36245
C: 0.90697 1.95535 -2.46229
H: -4.11751 1.69831 -4.39697
H: -4.61361 0.50053 -3.18678
H: -3.84332 -0.01124 -4.69202
H: -1.45326 2.60625 -4.12898
H: -2.56826 -0.81814 -1.98915
H: 0.80955 3.03381 -2.35930
H: 1.52330 1.77260 -3.34525
H: 1.41253 1.55931 -1.58100
C: 3.71638 0.01571 -2.83896
Sb: 2.04095 -1.31287 -2.57245
C: 3.05683 -3.16602 -2.93054
C: 1.05909 -1.07889 -4.46940
H: 3.93317 0.01887 -3.90693
H: 4.57079 -0.38699 -2.29820
H: 3.50381 1.02453 -2.49738
H: 3.58604 -3.02593 -3.87263
H: 2.34863 -3.98593 -3.01984
H: 3.77619 -3.37403 -2.14166
H: 1.66643 -1.61852 -5.19537
H: 1.01507 -0.02539 -4.73512
H: 0.05469 -1.49544 -4.46082

# 5
DFT (ωB97M-V/def2-TZVPD) results for C36H47IN5O6Y as an isolated structure.

## Properties
2S+1: 1
Highest occupied orbital energy (eV): -7.0359

Geometry (Å):
Y: -0.81220 0.68903 -0.84667
C: -3.20324 0.05516 -4.68736
C: -2.20500 0.21828 -3.58332
N: -2.27708 1.10210 -2.66154
C: -3.28342 2.15570 -2.50644
C: -3.27108 2.71522 -1.06450
N: -1.87486 2.86912 -0.61806
C: -1.58447 3.40775 0.72556
C: -1.39200 2.34417 1.82430
N: -0.46349 1.24208 1.47671
C: 0.99330 1.43965 1.63289
C: 1.79288 0.26746 1.01206
N: 1.31680 -0.06041 -0.34406
C: 1.88621 -0.84068 -1.17164
C: 3.20001 -1.49831 -0.86343
C: 1.18824 -1.10057 -2.54347
C: 0.95190 -2.56817 -2.83929
C: 0.00333 -2.87682 -3.73530
C: -0.93363 -1.87986 -4.23227
C: -1.02331 -0.73350 -3.50364
N: -0.10379 -0.41856 -2.55094
H: -3.85910 0.91797 -4.76294
H: -3.81153 -0.83398 -4.50998
H: -2.69478 -0.08583 -5.64077
H: -4.29528 1.82146 -2.74965
H: -3.02465 2.96217 -3.20146
H: -3.76228 2.00845 -0.39812
H: -3.81498 3.66732 -1.04112
H: -1.35395 3.41198 -1.29959
H: -2.37748 4.08558 1.06228
H: -0.66715 3.98876 0.63600
H: -2.35471 1.87361 2.02756
H: -1.06313 2.85961 2.73518
H: -0.73313 0.43274 2.02648
H: 1.27724 1.54144 2.68702
H: 1.26084 2.35411 1.11157
H: 1.68554 -0.62586 1.64154
H: 2.84997 0.54886 1.00761
H: 4.00857 -0.78386 -1.05039
H: 3.38490 -2.36530 -1.49091
H: 3.23442 -1.79022 0.18682
H: 1.56341 -3.33644 -2.38484
H: -0.12852 -3.90794 -4.03927
H: -1.65126 -2.12953 -4.99995
O: 4.62402 2.04366 -1.87536
C: 4.26620 2.87460 -0.87543
C: 5.24174 3.26871 0.03916
C: 4.91918 4.14535 1.05879
C: 3.62324 4.63945 1.19029
C: 2.65102 4.21101 0.30334
C: 2.94423 3.31811 -0.72325
C: 1.88076 2.78249 -1.64240
O: 0.72321 2.61041 -1.14915
O: 2.21862 2.48150 -2.80057
H: 3.86818 2.05766 -2.51289
H: 6.24804 2.89260 -0.08550
H: 5.68613 4.45845 1.75552
H: 3.37856 5.34385 1.97339
H: 1.63157 4.56618 0.39822
C: -4.71612 -0.83179 1.11937
C: -3.43023 -1.04073 0.34488
C: -3.60205 -1.95623 -0.85896
O: -2.78023 0.08292 0.09803
H: -5.42750 -0.31016 0.47688
H: -4.51841 -0.21450 1.99462
H: -5.16094 -1.77307 1.44021
H: -3.85144 -2.97518 -0.55953
H: -2.69781 -1.97874 -1.46469
H: -4.42637 -1.57435 -1.46690
C: 2.26145 -3.31320 5.53769
C: 1.27847 -3.01933 4.43815
C: 1.37723 -3.64734 3.19933
C: 0.51472 -3.34634 2.15771
C: 0.67993 -4.06827 0.84410
C: -0.50468 -2.40509 2.37683
C: -0.65062 -1.78411 3.62033
C: -1.73095 -0.78436 3.96563
C: 0.26161 -2.10036 4.62689
C: -1.33529 -1.98507 1.20400
O: -2.61532 -1.89347 1.41835
O: -0.79593 -1.70900 0.13728
H: 2.74329 -4.27972 5.39620
H: 1.77372 -3.31469 6.51227
H: 3.04744 -2.55565 5.56627
H: 2.14673 -4.39402 3.03976
H: 1.33342 -4.92944 0.97905
H: 1.10320 -3.42105 0.07838
H: -0.27353 -4.42147 0.45066
H: -2.17486 -0.29505 3.10266
H: -1.32860 -0.02514 4.63851
H: -2.54836 -1.28475 4.48828
H: 0.16433 -1.60988 5.58981
I: 3.81693 -1.36883 -4.31190
C: 1.98997 -0.43442 -3.68525
H: 1.36920 -0.47643 -4.57584
H: 2.22486 0.60032 -3.44588